(1)
{"formula": "C39H72F3FeN8O15S3", "method": "ωB97M-V/def2-TZVPD", "e_tot_ha": -5853.34991, "multiplicity": 7, "charge": 1, "orbital_gap_ev": [6.97, 2.77], "symbols": ["H", "O", "H", "O", "C", "H", "H", "H", "C", "C", "N", "H", "H", "H", "C", "C", "H", "H", "S", "C", "C", "N", "C", "H", "C", "H", "H", "C", "H", "H", "H", "N", "C", "H", "C", "C", "H", "H", "C", "O", "Fe", "C", "C", "H", "H", "H", "O", "H", "H", "C", "C", "N", "H", "H", "H", "F", "H", "O", "C", "O", "C", "C", "H", "H", "C", "N", "C", "N", "H", "H", "H", "N", "S", "H", "O", "H", "C", "H", "H", "O", "H", "C", "H", "H", "H", "C", "C", "H", "H", "H", "H", "H", "H", "H", "H", "C", "H", "O", "N", "H", "H", "H", "H", "H", "H", "H", "H", "O", "S", "F", "C", "H", "C", "C", "O", "C", "C", "H", "H", "C", "H", "H", "H", "C", "H", "C", "C", "O", "H", "C", "O", "O", "C", "H", "H", "H", "F", "H", "H", "O", "H"], "coordinates": [[1.498, -2.429, 1.697], [4.969, -3.114, -0.885], [2.896, 1.235, 2.562], [-2.326, 5.179, 2.077], [-3.719, 2.414, -0.452], [0.680, 3.592, 2.622], [-0.659, -2.505, 1.496], [-1.062, 1.817, 2.500], [-1.742, 3.530, 7.195], [1.061, 0.937, 5.220], [-1.113, 2.572, 3.168], [-1.243, 2.887, 7.920], [-2.996, -3.208, -3.958], [2.261, -5.550, 4.388], [2.470, -4.312, 1.422], [-2.498, -3.308, -1.930], [-2.806, 2.953, -0.654], [-2.731, -6.209, 1.690], [-0.456, -0.204, 0.289], [-2.377, -0.794, -4.875], [-3.160, 5.524, 1.040], [-1.424, -3.163, 1.540], [2.148, -4.994, 3.469], [-5.108, -0.679, -4.382], [-0.338, 3.929, 2.818], [-0.525, -0.336, 4.351], [-4.569, -3.991, 1.951], [1.696, 2.979, 0.355], [-2.728, 3.411, 7.643], [2.900, 4.853, -2.034], [-0.374, -5.064, 1.600], [1.863, -3.284, 2.092], [2.756, -5.350, 2.269], [5.406, -0.346, -1.829], [4.504, -0.863, 0.017], [-3.508, -4.082, 1.772], [-0.924, -2.168, -5.704], [5.020, -0.069, 0.556], [-1.183, -1.110, -5.755], [0.193, 3.199, -3.208], [-0.765, -0.286, -2.364], [3.419, 4.341, 0.062], [-1.302, -4.511, 1.591], [3.588, 1.394, -0.681], [-0.333, -0.437, -5.642], [-3.286, -1.945, 1.606], [4.112, 1.144, -3.979], [2.808, -0.183, -4.875], [1.157, -3.077, 4.106], [-4.917, -1.156, -3.421], [2.678, 4.363, -1.098], [-2.331, -1.164, -3.408], [-3.677, -0.984, -1.789], [0.858, 3.268, -1.539], [3.243, -6.260, 1.952], [0.667, -5.098, -3.313], [-5.860, -1.013, -2.893], [-1.419, -0.733, -0.661], [5.432, -2.088, 0.090], [0.225, 0.769, -3.603], [-2.647, 3.455, 5.019], [-2.591, 2.728, 3.631], [6.495, -1.856, 0.026], [-0.708, 2.262, 4.040], [-5.039, 2.363, -0.891], [1.557, 3.559, -0.871], [1.369, -4.389, -2.462], [4.478, -0.346, -1.433], [0.962, 2.256, 0.678], [-0.353, 5.641, 1.521], [-1.605, -1.014, -6.755], [1.059, 0.207, 3.112], [-0.503, 2.035, -3.689], [-4.666, -0.302, 1.023], [1.595, -2.745, -4.610], [5.059, 1.686, -1.508], [2.838, 3.540, 0.991], [-3.653, 3.412, 5.437], [-4.922, -2.234, -3.581], [0.224, -1.246, 1.016], [-2.894, 1.683, 3.699], [-3.624, -0.656, -2.827], [-2.399, -4.393, -1.968], [-2.546, 1.062, 0.695], [-5.535, 3.103, -1.501], [-2.766, -2.891, 1.641], [-2.312, -2.663, -3.308], [-0.882, 4.123, 0.862], [3.147, 1.646, 5.065], [-3.256, 4.713, 0.317], [3.163, 3.365, 2.006], [-6.631, 0.967, -0.379], [3.046, 2.475, -2.982], [0.760, 1.073, 6.248], [-3.154, -1.288, -5.458], [3.324, 1.432, -2.838], [-3.130, 3.226, 2.825], [0.284, 0.290, -0.884], [-3.451, 1.322, 0.330], [2.524, 1.420, -5.308], [2.674, -4.154, 0.373], [3.930, -0.969, -2.009], [-2.546, 4.535, 4.904], [-0.223, 4.423, 3.783], [0.842, -0.309, 2.271], [-2.927, 6.501, 0.617], [2.431, 0.818, -2.724], [-1.466, 1.459, -2.734], [1.595, -2.611, -3.156], [0.859, -4.352, -1.209], [5.936, -4.176, -0.998], [-1.756, -2.989, -1.198], [2.142, 1.007, 3.301], [3.344, 0.751, -5.045], [-1.603, 2.999, 5.869], [-2.584, -5.140, 1.631], [-4.625, 0.610, 0.447], [6.029, -4.720, -0.058], [5.607, -4.895, -1.748], [0.388, 0.237, 4.283], [-3.698, 0.431, -2.786], [6.903, -3.838, -1.371], [-2.574, 0.274, -4.979], [1.660, -3.687, 3.370], [4.352, 4.869, 0.190], [4.130, 1.121, -1.586], [-0.986, 4.778, 1.727], [-1.075, 0.807, 1.149], [3.917, 0.667, -5.968], [2.218, 1.300, 4.635], [2.840, -2.096, -2.625], [-1.110, 2.221, -4.972], [-5.589, 1.248, -0.333], [5.260, -2.461, 1.100], [-4.172, 5.713, 1.397], [-3.508, -3.167, -1.545], [2.595, -4.974, -2.401], [-1.348, 4.539, 7.321], [3.475, -1.043, 0.327], [0.392, -1.878, -2.672], [-1.397, -3.100, -3.708]], "forces_ev_per_a": [[0.32, -0.44, -0.09], [1.55, 1.30, 1.10], [-0.20, -0.41, -0.18], [1.58, -0.92, 1.10], [2.92, -1.65, 0.77], [-0.20, 0.14, -0.69], [-0.45, -0.37, -0.01], [0.50, -0.14, -0.67], [0.25, -0.85, 0.87], [-1.69, -0.82, 2.26], [-1.21, 3.32, 1.14], [0.89, -0.12, -0.53], [-0.79, 0.90, -0.33], [-0.36, 0.03, 0.04], [0.65, 0.88, -1.51], [-0.04, 0.31, 0.27], [-0.48, 0.68, -0.61], [-0.06, 0.14, 0.00], [0.18, -0.15, -3.13], [0.52, 0.44, -0.76], [-1.07, 0.76, -0.67], [-1.39, -1.00, 0.43], [0.26, 1.01, 1.91], [0.07, -0.16, -0.19], [-0.79, -1.13, 1.32], [-0.11, 0.04, 0.22], [-0.04, -0.65, -0.21], [0.55, 0.90, 0.79], [-0.66, 0.53, -0.81], [-0.37, -0.04, 0.07], [0.25, 0.48, -0.11], [-0.03, -0.43, 0.15], [-0.65, 0.34, -1.33], [0.44, -0.78, 0.02], [1.54, 0.09, -1.90], [1.17, 1.73, -0.64], [0.43, 0.10, 0.23], [-0.49, 0.04, 0.41], [-0.02, -0.26, -0.06], [0.31, 0.07, 0.61], [0.38, -0.37, -2.54], [1.55, 1.75, -1.64], [-1.43, -2.11, -0.43], [-0.42, 0.11, -0.17], [-0.03, -0.33, 0.07], [0.81, 0.40, 0.05], [0.86, -0.38, 1.14], [0.27, -0.43, 0.17], [0.09, -0.01, -0.09], [-0.54, -0.65, -1.62], [-0.97, -0.56, 0.32], [-2.10, -0.98, -1.30], [0.55, 0.02, 0.22], [0.01, 0.16, -0.69], [-0.07, 0.02, 0.29], [-0.82, 0.00, 0.41], [0.42, 0.52, 0.79], [-6.82, -3.61, 2.19], [-2.05, -1.37, -0.42], [5.83, -2.55, -2.29], [0.25, 0.58, -1.06], [1.30, -0.10, 0.32], [0.02, 0.13, -0.55], [0.94, -0.49, 0.39], [-1.15, 0.50, -0.35], [1.84, 0.06, 0.66], [1.71, 0.85, 0.27], [0.80, 1.22, 0.78], [0.12, 0.13, 0.12], [0.05, 0.12, 0.11], [0.33, 0.31, -0.21], [0.57, 1.50, 0.18], [-0.81, 1.24, -2.22], [-0.10, 0.04, -0.02], [-0.22, -0.32, 1.88], [0.15, -0.13, -0.28], [-2.38, -2.28, 0.61], [-0.08, -0.85, 0.23], [0.24, -0.05, -0.14], [0.87, 0.82, 0.39], [-0.30, 0.04, 0.28], [-0.85, -0.22, 1.55], [0.15, -0.03, -0.51], [0.86, -0.18, 0.23], [0.10, -0.11, -0.02], [-1.39, -0.87, 0.43], [0.49, -1.86, 0.18], [-0.78, 0.17, -0.67], [-0.33, 0.60, 0.22], [0.27, 0.31, -0.41], [0.02, -0.09, -0.12], [0.12, -0.14, -0.16], [-0.25, 0.04, 0.91], [0.02, -0.11, -0.08], [-0.71, -0.34, 1.03], [0.54, -0.23, 0.06], [-0.06, 0.10, 0.49], [6.09, 3.83, 2.22], [-3.26, 0.38, -0.47], [-0.02, 0.70, 0.30], [0.21, -0.24, 0.07], [-0.91, -0.57, -0.53], [0.34, 0.23, -0.51], [-0.54, 0.14, 0.04], [-0.16, 0.02, 0.36], [0.56, -0.19, -0.61], [-0.25, -0.05, -0.65], [-5.70, 2.02, 3.90], [-0.02, 0.31, -2.51], [-0.05, -0.25, -1.29], [-0.49, -0.07, -0.21], [-0.24, 0.14, 0.00], [1.62, -0.72, -0.30], [-1.50, -0.64, -1.88], [-0.98, -0.06, 0.28], [1.77, 1.26, 0.76], [2.07, -0.08, 0.17], [0.17, 0.12, 0.15], [-0.47, 0.21, 0.04], [-2.45, -2.03, -0.42], [0.78, 0.06, -0.36], [0.14, 0.35, 0.32], [0.02, 0.07, 0.45], [-0.01, -1.33, 0.68], [-0.06, 0.11, -0.02], [-0.38, 0.74, 0.78], [0.13, -0.68, 0.38], [0.63, -0.03, 0.33], [0.44, -0.10, 0.33], [3.11, 1.94, -1.29], [-0.61, -0.38, 0.54], [0.00, 0.25, -0.35], [-1.64, 0.43, -0.21], [0.18, -0.36, 0.19], [-0.03, -0.35, 0.59], [0.04, 0.27, 0.23], [-0.77, 0.57, 0.21], [-0.19, 0.08, -0.35], [0.19, 0.02, -0.03], [0.67, -0.92, 0.37], [0.43, 0.89, 0.07]], "lowdin_spin": [0.000, 0.000, 0.000, 0.001, 0.325, 0.000, 0.000, 0.000, 0.000, 0.000, 0.000, 0.000, 0.002, 0.000, 0.000, 0.000, 0.008, 0.000, 0.025, 0.007, 0.007, 0.001, 0.000, 0.000, 0.000, 0.000, 0.000, 0.001, 0.000, 0.000, 0.000, 0.000, 0.000, 0.000, 0.000, 0.001, 0.000, 0.000, 0.000, 0.016, 4.243, 0.000, 0.003, 0.000, 0.000, -0.001, 0.000, 0.000, 0.000, 0.003, 0.000, 0.071, 0.003, 0.000, 0.000, 0.001, 0.000, 0.094, 0.000, 0.142, 0.000, 0.000, 0.000, 0.000, 0.124, 0.000, 0.004, 0.000, 0.001, 0.000, 0.000, 0.000, 0.018, 0.013, 0.004, 0.000, 0.000, 0.000, 0.000, 0.014, 0.000, 0.008, 0.000, -0.002, 0.002, 0.002, 0.006, 0.000, 0.000, 0.005, 0.000, 0.001, 0.000, 0.000, 0.003, 0.000, 0.000, 0.082, 0.031, 0.000, 0.000, 0.000, 0.000, 0.000, 0.000, 0.001, 0.000, 0.148, 0.010, 0.000, 0.000, 0.000, 0.000, 0.000, 0.000, 0.001, 0.346, 0.000, 0.000, 0.000, 0.000, 0.000, 0.000, 0.000, 0.000, 0.000, 0.000, 0.013, 0.000, 0.000, 0.003, 0.022, 0.116, 0.000, 0.000, 0.000, 0.001, 0.000, 0.000, 0.067, 0.000]}

---

(2)
{"formula": "CH3NO2", "method": "ωB97M-V/def2-TZVPD", "smiles": "O=CNO", "relative_energy_kj_mol": 503.6, "e_tot_ha": -244.98732, "charge": 0, "orbital_gap_ev": 10.53, "symbols": ["H", "N", "H", "C", "O", "O", "H"], "coordinates": [[0.990, -0.891, 1.221], [0.872, -0.423, 0.060], [-0.644, -1.567, -0.448], [-0.528, -0.606, -0.252], [1.025, 0.873, 0.648], [-1.471, 0.054, -0.632], [0.288, 1.636, 0.193]], "forces_ev_per_a": [[-0.56, 0.46, -4.83], [-2.00, 0.49, 5.62], [-0.28, -5.32, -0.23], [0.34, 1.48, -1.25], [-2.10, 4.80, -2.11], [1.61, 1.81, 1.22], [2.99, -3.72, 1.58]], "nbo_charge": [0.389, -0.309, 0.095, 0.500, -0.612, -0.541, 0.478]}